one | The following is a quantum chemistry calculation of a cluster of 2 separate species, C5H14N2O in total, from OMol25.

As for the SMILES: C=C(CCN)NC.O. For the HOMO energy, the calculation gives -0.30192 Eh.

Geometry as XYZ:
```
22
C5H14N2O ωB97M-V/def2-TZVPD
C 0.41807 -1.89843 0.61851
C -0.20967 -0.97421 -0.10990
C -1.46968 -0.28976 0.37442
C -1.21360 0.85086 1.37156
N -0.12135 0.75713 2.29232
N 0.33526 -0.51000 -1.32330
C -0.51502 -0.40006 -2.48884
H 0.12440 -2.09917 1.64669
H 1.39566 -2.29022 0.35543
H -2.12883 -1.09452 0.70219
H -2.03511 0.12593 -0.46172
H -1.11984 1.79867 0.82321
H -2.10496 1.03996 1.96124
H -0.24916 0.38086 3.22174
H 0.82099 0.74784 1.94697
H 1.26457 -0.88110 -1.46261
H -1.18760 -1.25011 -2.59196
H 0.09435 -0.29029 -3.38767
H -1.12878 0.50947 -2.44021
O 2.33828 1.89241 -0.45587
H 1.48175 2.24067 -0.74416
H 2.40414 1.11799 -1.03653
```

The computed Mulliken charges, all in e, follow: atom 1 (C): -1.091, atom 2 (C): 0.401, atom 3 (C): -0.617, atom 4 (C): -0.614, atom 5 (N): -0.445, atom 6 (N): -0.087, atom 7 (C): -1.065, atom 8 (H): 0.264, atom 9 (H): 0.295, atom 10 (H): 0.412, atom 11 (H): 0.324, atom 12 (H): 0.248, atom 13 (H): 0.353, atom 14 (H): 0.175, atom 15 (H): 0.222, atom 16 (H): 0.305, atom 17 (H): 0.292, atom 18 (H): 0.365, atom 19 (H): 0.287, atom 20 (O): -0.643, atom 21 (H): 0.309, atom 22 (H): 0.309


two | The following is a quantum chemistry calculation of the molecule C5H14N2O, from OMol25.

As for the SMILES: C[C@@H](N)C[C@](C)(N)O. For the HOMO energy, the calculation gives -0.31489 Eh.

Geometry as XYZ:
```
22
C5H14N2O ωB97M-V/def2-TZVPD
C 1.67495 0.16997 1.46453
C 1.40944 0.54286 -0.33823
N 1.92219 -0.43257 -1.19253
C -0.03913 0.86049 -0.60581
C -1.06920 -0.27764 -0.25369
C -2.47689 0.22949 -0.59085
N -1.00402 -0.74405 1.09388
O -0.74114 -1.37926 -1.12298
H 1.32094 1.08063 1.95285
H 1.61321 -0.72548 2.09200
H 2.76280 0.26528 1.48507
H 2.02932 1.44046 -0.34764
H 2.85917 -0.74070 -0.97426
H 1.26670 -1.19045 -1.35744
H -0.16355 1.05127 -1.67290
H -0.31627 1.75213 -0.04370
H -3.20078 -0.54474 -0.33889
H -2.55345 0.45972 -1.65255
H -2.71203 1.12018 -0.00980
H -1.45964 -0.10117 1.73117
H 0.09251 -0.69956 1.43754
H -1.21514 -2.13688 -0.75580
```

The computed Mulliken charges, all in e, follow: atom 1 (C): -1.447, atom 2 (C): 0.035, atom 3 (N): -0.559, atom 4 (C): -1.206, atom 5 (C): 1.223, atom 6 (C): -1.633, atom 7 (N): -0.773, atom 8 (O): -0.601, atom 9 (H): 0.344, atom 10 (H): 0.502, atom 11 (H): 0.414, atom 12 (H): 0.327, atom 13 (H): 0.246, atom 14 (H): 0.297, atom 15 (H): 0.418, atom 16 (H): 0.366, atom 17 (H): 0.423, atom 18 (H): 0.356, atom 19 (H): 0.366, atom 20 (H): 0.296, atom 21 (H): 0.209, atom 22 (H): 0.398


three | The following is a quantum chemistry calculation of the molecule C5H14N2O, from OMol25.

As for the SMILES: CN(C)CN(C)CO. For the HOMO energy, the calculation gives -0.31718 Eh.

Geometry as XYZ:
```
22
C5H14N2O ωB97M-V/def2-TZVPD
C 1.45752 1.42355 -0.52907
N 1.22563 0.41268 0.47471
C 1.66426 0.83435 1.78880
C -0.22063 0.02028 0.49784
N -0.64857 -0.36645 -0.82318
C -0.04934 -1.62796 -1.23107
C -2.13634 -0.41178 -0.81121
O -2.78194 -1.29657 0.06950
H 0.91645 2.35936 -0.31699
H 2.51342 1.62590 -0.60402
H 1.08054 1.04346 -1.48178
H 1.09318 1.71570 2.16239
H 1.53417 0.00887 2.50975
H 2.72295 1.09564 1.73929
H -0.81647 0.88772 0.82966
H -0.28158 -0.79276 1.23931
H 1.02703 -1.56079 -1.07673
H -0.27165 -1.80014 -2.28889
H -0.43090 -2.48156 -0.65690
H -2.42322 -0.74730 -1.80499
H -2.47464 0.62872 -0.65994
H -2.69989 -0.97091 0.97350
```

The computed Mulliken charges, all in e, follow: atom 1 (C): -1.060, atom 2 (N): -0.035, atom 3 (C): -0.938, atom 4 (C): -0.893, atom 5 (N): 0.016, atom 6 (C): -1.096, atom 7 (C): -0.487, atom 8 (O): -0.518, atom 9 (H): 0.328, atom 10 (H): 0.396, atom 11 (H): 0.306, atom 12 (H): 0.355, atom 13 (H): 0.282, atom 14 (H): 0.317, atom 15 (H): 0.513, atom 16 (H): 0.381, atom 17 (H): 0.363, atom 18 (H): 0.349, atom 19 (H): 0.360, atom 20 (H): 0.358, atom 21 (H): 0.367, atom 22 (H): 0.335


Computed stability ranking, most favorable first: three, one, two


one | The following is a quantum chemistry calculation of a cluster of 2 separate species, C5H14N2O in total, from OMol25.

As for the SMILES: CC(C)(N)CO.C=N. For the HOMO energy, the calculation gives -0.33361 Eh.

Geometry as XYZ:
```
22
C5H14N2O ωB97M-V/def2-TZVPD
C -1.79102 -0.35943 -0.34289
C -0.45954 0.12757 -0.91256
C -0.47621 0.01793 -2.44163
N -0.29618 1.53797 -0.57623
C 0.69191 -0.73635 -0.33041
O 1.95261 -0.11455 -0.46865
H -1.77811 -0.32333 0.74420
H -2.59602 0.27328 -0.70673
H -1.98052 -1.38530 -0.64813
H -0.65395 -1.00842 -2.75093
H 0.46811 0.35577 -2.86573
H -1.26386 0.64990 -2.84062
H 0.66275 1.81864 -0.76303
H -0.45270 1.67251 0.41866
H 0.69199 -1.72526 -0.80826
H 0.56015 -0.87261 0.74439
H 2.16452 -0.06309 -1.40809
C 0.74185 0.37761 3.14281
N 0.92523 -0.83369 2.90130
H -0.02845 0.89992 2.57734
H 1.26562 0.98050 3.88319
H 1.65184 -1.28960 3.45200
```

The computed Mulliken charges, all in e, follow: atom 1 (C): -1.732, atom 2 (C): 1.575, atom 3 (C): -1.718, atom 4 (N): -0.710, atom 5 (C): -0.781, atom 6 (O): -0.542, atom 7 (H): 0.353, atom 8 (H): 0.436, atom 9 (H): 0.375, atom 10 (H): 0.356, atom 11 (H): 0.381, atom 12 (H): 0.417, atom 13 (H): 0.336, atom 14 (H): 0.246, atom 15 (H): 0.358, atom 16 (H): 0.325, atom 17 (H): 0.357, atom 18 (C): -0.202, atom 19 (N): -0.438, atom 20 (H): 0.137, atom 21 (H): 0.273, atom 22 (H): 0.199


two | The following is a quantum chemistry calculation of a cluster of 2 separate species, C5H14N2O in total, from OMol25.

As for the SMILES: C=C(C)O.NCCN. For the HOMO energy, the calculation gives -0.30906 Eh.

Geometry as XYZ:
```
22
C5H14N2O ωB97M-V/def2-TZVPD
C 0.53010 0.48877 1.83924
C 0.50479 1.40994 0.85577
C -0.38530 2.61888 0.86118
O 1.55633 1.56347 -0.02077
H 1.35869 -0.19676 1.93495
H -0.12833 0.57698 2.68532
H 0.15699 3.48794 1.23653
H -1.25065 2.45540 1.49958
H -0.69746 2.84553 -0.15317
H 2.11325 0.77662 0.02428
N -0.09402 -0.76688 -2.31885
C -0.87532 -0.59844 -1.11096
C -0.70928 -1.74622 -0.13296
N 0.59778 -2.37954 -0.24841
H -0.23562 0.01991 -2.94163
H 0.89142 -0.78547 -2.07914
H -0.53395 0.34234 -0.52714
H -1.92801 -0.47296 -1.37412
H -0.71615 -1.26029 0.90053
H -1.53798 -2.45925 -0.25270
H 0.67892 -2.83728 -1.15236
H 0.70380 -3.08269 0.47485
```

The computed Mulliken charges, all in e, follow: atom 1 (C): -1.230, atom 2 (C): 0.846, atom 3 (C): -1.245, atom 4 (O): -0.519, atom 5 (H): 0.347, atom 6 (H): 0.345, atom 7 (H): 0.347, atom 8 (H): 0.321, atom 9 (H): 0.324, atom 10 (H): 0.338, atom 11 (N): -0.730, atom 12 (C): 0.399, atom 13 (C): -0.542, atom 14 (N): -0.601, atom 15 (H): 0.251, atom 16 (H): 0.255, atom 17 (H): -0.372, atom 18 (H): 0.409, atom 19 (H): 0.258, atom 20 (H): 0.350, atom 21 (H): 0.242, atom 22 (H): 0.210


three | The following is a quantum chemistry calculation of the molecule C5H14N2O, from OMol25.

As for the SMILES: CN[C@H](CO)CCN. For the HOMO energy, the calculation gives -0.30836 Eh.

Geometry as XYZ:
```
22
C5H14N2O ωB97M-V/def2-TZVPD
C -2.25433 0.74011 -0.78643
N -1.25491 0.16374 0.10360
C 0.07677 -0.07484 -0.44988
C 0.01988 -1.24606 -1.52430
O 1.35871 -1.37718 -2.02602
C 1.08662 -0.41656 0.66231
C 1.42055 0.85517 1.44336
N 0.77117 1.00476 2.74605
H -3.03624 0.05799 -1.12717
H -2.66930 1.65959 -0.38010
H -1.72487 1.19863 -1.64333
H -1.63219 -0.62094 0.61973
H 0.28518 0.70608 -1.17455
H -0.17252 -2.23645 -1.11281
H -0.77573 -1.04600 -2.25859
H 1.43437 -1.10358 -2.93338
H 0.48284 -1.20746 1.08274
H 1.98677 -0.75635 0.16581
H 2.51004 0.85732 1.56676
H 1.16262 1.78028 0.91547
H -0.21089 0.75383 2.71700
H 1.13546 0.30792 3.39373
```

The computed Mulliken charges, all in e, follow: atom 1 (C): -0.945, atom 2 (N): -0.309, atom 3 (C): 0.009, atom 4 (C): -0.690, atom 5 (O): -0.525, atom 6 (C): -0.708, atom 7 (C): -0.642, atom 8 (N): -0.682, atom 9 (H): 0.293, atom 10 (H): 0.324, atom 11 (H): 0.324, atom 12 (H): 0.269, atom 13 (H): 0.385, atom 14 (H): 0.312, atom 15 (H): 0.364, atom 16 (H): 0.302, atom 17 (H): 0.463, atom 18 (H): 0.261, atom 19 (H): 0.385, atom 20 (H): 0.298, atom 21 (H): 0.274, atom 22 (H): 0.238


four | The following is a quantum chemistry calculation of the molecule C5H14N2O, from OMol25.

As for the SMILES: NCCCCNCO. For the HOMO energy, the calculation gives -0.32262 Eh.

Geometry as XYZ:
```
22
C5H14N2O ωB97M-V/def2-TZVPD
N 1.65444 3.01863 0.46178
C 2.40420 1.82487 0.10689
C 1.66167 0.47381 0.61233
C 0.56213 0.14222 -0.38021
C -0.64363 -0.74711 0.34073
N -1.50151 -1.27939 -0.77455
C -2.59307 -2.06540 -0.12590
O -2.90882 -3.17957 -0.86370
H 1.85780 3.84280 -0.13043
H 0.60108 2.88958 0.48685
H 2.67712 1.92904 -0.93258
H 3.31025 1.94299 0.83004
H 2.40754 -0.21123 0.86218
H 1.21894 0.65341 1.58739
H 0.76005 -0.34291 -1.27418
H 0.12426 1.03314 -0.84921
H -1.25538 0.04827 0.87244
H -0.11831 -1.44329 1.00743
H -1.04197 -1.85082 -1.42046
H -3.23645 -1.14555 0.02513
H -2.22009 -2.48464 0.84408
H -3.72024 -3.04886 -1.28603
```

The computed Mulliken charges, all in e, follow: atom 1 (N): -0.585, atom 2 (C): -0.454, atom 3 (C): -0.813, atom 4 (C): -0.746, atom 5 (C): -0.613, atom 6 (N): -0.364, atom 7 (C): -0.301, atom 8 (O): -0.484, atom 9 (H): 0.225, atom 10 (H): 0.220, atom 11 (H): 0.307, atom 12 (H): 0.232, atom 13 (H): 0.461, atom 14 (H): 0.396, atom 15 (H): 0.494, atom 16 (H): 0.346, atom 17 (H): 0.235, atom 18 (H): 0.377, atom 19 (H): 0.227, atom 20 (H): 0.312, atom 21 (H): 0.221, atom 22 (H): 0.308


Computed stability ranking, most favorable first: one, two, three, four